This record from OMol25 describes a molecular structure, C11H14BIrN7S. The level of theory is ωB97M-V/def2-TZVPD.

```
35
Properties=species:S:1:pos:R:3:nbo_charge:R:1
H 3.2936 0.9082 0.2712 0.238
N 1.4327 -0.1299 0.3811 -0.339
B -0.4742 -1.7493 0.8863 0.525
N 1.0199 -1.3027 0.9762 -0.304
C 2.0666 -1.8399 1.6373 0.097
Ir 0.2293 1.0073 -0.7782 1.305
H 1.9444 -2.7706 2.1704 0.262
C 3.1706 -1.0143 1.4486 -0.299
H 4.1526 -1.1483 1.8535 0.270
C 2.7550 0.0400 0.6349 0.018
H -0.7435 -2.7485 1.4903 0.023
C -0.3585 2.3355 -2.1904 -0.788
H 0.0499 3.3413 -2.2559 0.278
H -0.9966 2.3524 -1.2792 0.247
H -0.9856 2.0587 -3.0340 0.280
N -0.7293 -1.8545 -0.6437 -0.312
N -1.2537 -0.4975 1.3831 -0.305
N -0.4381 -0.7734 -1.4682 -0.375
N -0.9408 0.7418 0.8515 -0.359
C -1.0915 -2.9021 -1.4091 0.109
C -2.1915 -0.3310 2.3398 0.092
H -1.3594 -3.8379 -0.9381 0.262
H -2.5821 -1.1876 2.8703 0.263
C -1.0529 -2.5081 -2.7380 -0.291
C -2.5012 1.0240 2.4131 -0.297
C -0.6363 -1.1721 -2.7535 0.029
C -1.6967 1.6734 1.4799 0.015
H -1.2955 -3.1117 -3.5875 0.272
H -3.2196 1.4850 3.0600 0.272
H -0.4764 -0.5009 -3.5887 0.242
H -1.6087 2.7181 1.2114 0.241
H 0.5989 1.5871 -2.2016 0.189
S 2.9337 4.3909 0.8883 0.555
C 1.8950 3.2802 0.4552 0.054
N 1.0899 2.4363 0.1636 -0.466
```

## Properties
Energy relative to the best compared isomer or geometry (same formula, charge and spin): 0.0 kJ/mol
HOMO level (spin up / spin down): -12.717 / -15.608 eV
Frontier orbital gap (spin up / spin down): 7.0 / 4.9 eV
E_tot: -36392.46312 eV
Spin multiplicity: 6
Charge: +2
Largest force on an atom: 0.126 hartree/bohr